#a
# C2H2N2O4

C2H2N2O4 in the gas phase (ωB97M-V/def2-TZVPD, the OMol25 dataset).

- multiplicity = 1
- HOMO (eV) = -10.521
- SMILES = [H]/N=c1\oc(=O)on1O

Cartesian coordinates (Å):
1 C -1.357 0.809 -0.277
2 C 0.820 0.396 -0.041
3 H -0.099 -2.659 0.822
4 H 2.321 1.268 -0.504
5 N 0.079 -0.550 0.622
6 N 1.993 0.304 -0.078
7 O 0.009 -1.929 0.075
8 O -1.302 -0.114 0.696
9 O -2.382 1.169 -0.629
10 O -0.081 1.307 -0.686



#b
# C2H2N2O4

A molecular structure, C2H2N2O4 (ωB97M-V/def2-TZVPD, the OMol25 dataset).

- multiplicity = 1
- HOMO (eV) = -10.735

Cartesian coordinates (Å):
1 C 0.965 -0.177 -0.057
2 C -1.366 -0.095 -0.047
3 H 0.612 2.381 0.523
4 H 0.786 -2.151 0.464
5 N -0.148 0.588 0.121
6 N 0.542 -1.470 -0.202
7 O -0.130 1.858 -0.344
8 O 2.091 0.220 -0.143
9 O -0.878 -1.402 -0.235
10 O -2.474 0.248 -0.079



Which of them is most stable? Easy: #b.



#a
# C3H12N3O

2 unconnected molecules or ions with the total composition C3H12N3O (ωB97M-V/def2-TZVPD, the OMol25 dataset).

- multiplicity = 1
- HOMO (eV) = -13.374
- total charge = +1

Cartesian coordinates (Å):
1 C -2.113 -0.914 -0.018
2 N -2.470 -1.343 -1.354
3 C -0.844 -0.071 -0.104
4 N -0.622 0.701 1.164
5 H -1.981 -1.721 0.714
6 H -2.908 -0.266 0.359
7 H -1.936 -2.163 -1.625
8 H -3.436 -1.642 -1.385
9 H -0.950 0.643 -0.916
10 H 0.045 -0.667 -0.268
11 H 0.334 1.126 1.157
12 H -1.300 1.456 1.242
13 H -0.683 0.097 1.982
14 C 2.897 0.741 0.436
15 N 3.434 0.876 -0.778
16 O 1.958 1.410 0.852
17 H 3.401 -0.017 1.048
18 H 4.190 0.276 -1.059
19 H 2.982 1.478 -1.447



#b
# C3H12N3O

2 unconnected molecules or ions with the total composition C3H12N3O (ωB97M-V/def2-TZVPD, the OMol25 dataset).

- multiplicity = 1
- HOMO (eV) = -14.211
- total charge = +1

Cartesian coordinates (Å):
1 C -0.311 -2.019 2.950
2 N -1.421 -2.639 3.272
3 N -0.451 -0.885 2.358
4 N 0.847 -2.530 3.264
5 C 0.000 0.000 0.000
6 C 0.413 -0.153 1.461
7 H -2.313 -2.301 2.904
8 H -1.396 -3.469 3.869
9 H -1.369 -0.433 2.328
10 H 0.909 -3.339 3.887
11 H 1.695 -2.139 2.846
12 H -0.311 1.041 -0.192
13 H -0.850 -0.668 -0.220
14 H 0.830 -0.251 -0.682
15 H 1.342 -0.751 1.534
16 H 0.639 0.866 1.829
17 O -1.644 -4.840 4.686
18 H -1.607 -5.807 4.508
19 H -2.464 -4.717 5.217



Which of them is most stable? Easy: #b.